# 1
A 2-piece molecular cluster, C6H10N3O overall. Source: OMol25; level of theory: ωB97M-V/def2-TZVPD.

Summary:
- Expectation value of S²: 2.02
- Orbital gap (alpha / beta): 6.196 / 6.398 eV
- Energy above the lowest of the compared OMol25 structures with the same formula, charge and spin: 1.731 eV
- Strongest force on any atom: 0.109 hartree/bohr
- Total charge: +1
- Total energy: -12888.46700 eV
- 2S+1: 3

Geometry as XYZ:
```
20
Properties=species:S:1:pos:R:3:forces:R:3
C 0.6232 2.1829 0.5492 0.327 2.739 -3.242
C 0.6003 2.1139 -0.8608 4.690 2.180 1.729
C -0.6703 1.6906 0.9040 2.922 -1.465 -0.555
C -1.2167 -0.6201 -0.1343 -1.473 0.028 -0.214
C -0.8780 0.7042 -0.1315 -1.029 -1.286 -1.658
C 2.1362 -1.4784 -0.4527 5.100 1.884 -1.280
N -0.1326 1.0460 -1.2418 -2.318 0.315 2.548
N -1.3448 2.1605 1.9087 -1.194 2.058 3.263
N -1.4007 -1.7464 -0.4053 -1.889 -1.422 -0.152
O 0.8334 -1.6215 -0.2259 -0.874 -1.949 -0.230
H 1.3424 2.9026 0.9900 -1.191 -0.403 0.241
H 1.2822 2.6575 -1.5550 -0.697 -0.833 0.623
H 2.5266 -1.6071 -1.5089 -0.967 0.494 0.555
H 2.7390 -2.1782 0.0434 0.744 -1.440 1.121
H 2.5947 -0.5221 -0.0490 -1.143 -0.606 -0.612
H -0.1480 0.6857 -2.1411 -0.293 -1.119 -1.672
H -0.9165 2.9664 2.4037 -0.411 -0.893 -0.676
H -2.1699 1.8555 2.4039 -0.026 -0.620 -0.646
H -2.0040 -2.4450 -0.8523 -0.157 0.851 0.342
H 0.6414 -2.5778 -0.4277 -0.120 1.487 0.513
```
Positions in Å, forces in eV/Å.


# 2
One molecule with the formula C17H15Cl3N2O2. Source: OMol25; level of theory: ωB97M-V/def2-TZVPD.

Summary:
- Orbital gap: 9.559 eV
- Energy above the lowest of the compared OMol25 structures with the same formula, charge and spin: 0.000 eV
- Strongest force on any atom: 0.053 hartree/bohr
- Total charge: 0
- Total energy: -62514.71558 eV

Geometry as XYZ:
```
39
Properties=species:S:1:pos:R:3:forces:R:3
O -0.7264 1.2091 -1.7256 0.465 -1.047 1.199
C -0.4707 0.0991 -1.2336 -0.184 1.478 -2.029
N -0.5066 -1.0381 -2.0328 1.306 0.081 1.332
C -0.5911 -1.1098 -3.4948 -1.710 1.522 1.435
O -1.5780 -0.1594 -3.8485 0.512 -0.767 -0.694
C 0.7507 -0.8484 -4.2288 0.261 0.334 -0.756
Cl 1.0392 0.9012 -4.4282 0.128 -0.444 0.144
Cl 0.5797 -1.6012 -5.8400 -0.090 0.201 -0.046
Cl 2.1716 -1.5985 -3.4785 -0.254 0.071 0.339
C -0.3208 -2.2128 -1.2342 0.410 -0.194 1.904
N 0.0506 -1.7076 0.1434 0.454 -0.406 -0.268
C -0.1162 -0.2366 0.2550 -1.253 -0.782 -0.757
C -1.3370 0.1373 1.1605 0.445 0.225 0.217
C -1.8863 1.4215 1.1390 -0.075 0.931 -0.454
C -2.8260 1.8362 2.0894 0.328 -0.276 -0.583
C -3.2349 0.9520 3.0662 -0.489 -0.443 0.485
C -2.7522 -0.3514 3.0904 0.876 -0.068 -0.513
C -1.7753 -0.7335 2.1543 -0.496 -0.215 0.302
C 1.1629 0.3850 0.8100 1.063 0.292 0.629
C 1.4783 0.2781 2.2044 1.432 1.067 -1.202
C 2.7024 0.7763 2.7039 -0.259 0.220 -0.547
C 3.6557 1.3123 1.8140 -0.412 -0.273 0.868
C 3.3693 1.4178 0.4760 -0.361 0.039 0.112
C 2.1349 0.9917 -0.0053 -0.400 0.180 -1.659
H -0.9315 -2.1206 -3.7884 0.147 0.497 0.234
H -1.4244 0.6487 -3.3014 0.128 -0.461 -0.165
H -1.2622 -2.7822 -1.1805 0.264 0.035 -0.017
H 0.4957 -2.8550 -1.5652 -0.151 -0.014 -0.265
H 1.0167 -1.9564 0.4029 -0.810 0.127 -0.494
H -1.6030 2.1598 0.3678 0.047 -0.658 0.422
H -3.2631 2.8332 2.0408 0.245 -0.211 -0.005
H -3.9640 1.2699 3.8006 -0.023 -0.014 0.036
H -3.0421 -1.0984 3.8316 -0.124 0.445 -0.118
H -1.3816 -1.7417 2.2284 0.102 0.118 -0.227
H 0.8273 -0.1130 2.9362 -1.023 -0.466 0.354
H 2.8670 0.8372 3.7960 -0.038 -0.354 -0.798
H 4.6134 1.6844 2.1434 0.028 0.008 0.370
H 4.0988 1.9067 -0.1622 -0.227 -0.193 -0.171
H 1.9792 1.2070 -1.1062 -0.261 -0.586 1.387
```
Positions in Å, forces in eV/Å.


# 3
C19H22N5O2SSn as an isolated structure. Source: OMol25; level of theory: ωB97M-V/def2-TZVPD.

Summary:
- Orbital gap: 7.775 eV
- Strongest force on any atom: 0.036 hartree/bohr
- Total charge: +1
- Total energy: -48265.92225 eV

Geometry as XYZ:
```
50
Properties=species:S:1:pos:R:3:forces:R:3
Sn -1.3006 2.4725 -0.3106 0.340 -0.282 0.089
N 1.3239 -4.6009 -2.1407 0.177 -0.178 -0.062
C 0.3860 -3.6645 -1.8628 -0.256 0.216 0.028
C -0.6839 -3.4377 -2.7431 0.033 0.002 0.116
C -1.6143 -2.4619 -2.4709 -0.040 -0.185 -0.058
C -1.5008 -1.7061 -1.3147 -0.579 0.424 -0.024
C -0.4594 -1.9155 -0.4301 0.131 -0.088 0.111
C 0.4724 -2.8971 -0.6906 -0.061 0.092 0.067
S -2.5345 -0.2921 -1.1849 0.543 0.435 0.277
O -2.6298 0.2191 0.1990 0.127 -0.521 -0.229
O -3.7656 -0.4605 -1.8770 0.008 -0.333 -0.262
N -1.6280 0.9097 -1.7871 -0.847 0.271 1.637
C -0.7804 1.1086 -2.7819 0.841 0.269 -0.937
N -0.1312 2.2918 -2.6109 -0.221 -0.191 0.446
C 0.6461 2.7039 -3.5962 0.128 -0.105 -0.319
C 0.8407 1.9268 -4.7263 0.012 0.012 0.021
C 0.2152 0.6867 -4.7467 0.265 0.280 -0.200
N -0.5932 0.2722 -3.7908 -0.446 -0.284 0.139
H 1.2448 -5.1778 -2.9571 0.053 -0.024 0.039
H 2.0822 -4.7660 -1.5065 0.006 -0.075 -0.046
H -0.7632 -4.0291 -3.6423 -0.037 -0.059 -0.108
H -2.4346 -2.2659 -3.1408 -0.068 -0.030 -0.183
H -0.3905 -1.3052 0.4551 0.123 0.024 0.105
H 1.2809 -3.0780 0.0051 0.044 0.019 0.040
H 1.1221 3.6677 -3.4763 0.065 0.051 0.015
H 1.4585 2.2623 -5.5401 0.102 0.029 -0.075
H 0.3578 -0.0037 -5.5669 0.078 -0.001 -0.120
C -0.1885 0.7807 4.9912 0.463 -0.287 0.689
N -1.0776 1.2425 3.9122 -0.404 -0.193 0.135
C -0.8500 2.6658 3.6301 0.046 0.929 -0.235
C -0.9633 0.3997 2.6741 0.195 -0.434 -0.931
C 0.3486 0.5818 1.9583 -0.187 0.207 -0.097
C 1.4447 -0.1407 2.4199 0.007 0.030 0.022
C 2.6891 0.0187 1.8447 0.050 -0.045 0.029
C 2.8312 0.8990 0.7879 0.152 -0.061 -0.011
C 1.7284 1.5685 0.2875 -0.354 0.274 0.002
C 0.4504 1.4358 0.8446 -0.268 -0.106 -0.446
H -0.4021 1.3143 5.9155 -0.097 0.115 -0.114
H 0.8478 0.9584 4.7084 -0.134 0.043 -0.068
H -0.3295 -0.2840 5.1675 -0.086 0.026 -0.108
H -2.0456 1.1282 4.2258 0.155 0.070 0.031
H 0.1610 2.8028 3.2473 -0.079 -0.133 0.083
H -0.9794 3.2528 4.5370 -0.044 -0.109 0.042
H -1.5528 3.0115 2.8721 -0.026 -0.093 0.053
H -1.7776 0.6562 1.9918 -0.030 -0.023 0.425
H -1.0783 -0.6437 2.9794 -0.170 0.157 0.120
H 1.3215 -0.8450 3.2311 -0.005 -0.100 0.093
H 3.5334 -0.5380 2.2204 0.104 -0.048 0.003
H 3.8040 1.0409 0.3450 0.116 0.047 -0.120
H 1.8640 2.2347 -0.5558 0.075 -0.036 -0.104
```
Positions in Å, forces in eV/Å.


# 4
One molecule with the formula C5H2O. Source: OMol25; level of theory: ωB97M-V/def2-TZVPD.

Summary:
- Orbital gap: 10.272 eV
- Energy above the lowest of the compared OMol25 structures with the same formula, charge and spin: 0.439 eV
- Strongest force on any atom: 0.066 hartree/bohr
- Total charge: 0
- Total energy: -7260.06911 eV

Geometry as XYZ:
```
8
Properties=species:S:1:pos:R:3:forces:R:3
C -0.4253 2.2572 0.0421 0.292 -0.912 -0.071
C 0.1395 1.1979 -0.0043 -0.103 1.134 0.042
C 0.9517 0.0239 -0.0230 -1.249 -3.146 0.140
O 2.1471 -0.0080 -0.0368 -0.041 0.199 -0.042
C 0.0879 -1.3062 0.0006 1.337 2.352 -0.106
C -0.6583 -2.2431 -0.0154 0.324 0.278 -0.003
H -0.9547 3.1642 0.0738 -0.274 0.484 0.024
H -1.2878 -3.0859 -0.0369 -0.284 -0.389 0.015
```
Positions in Å, forces in eV/Å.


# 5
C50H47N6O4OsP2S as an isolated structure. Source: OMol25; level of theory: ωB97M-V/def2-TZVPD.

Summary:
- Expectation value of S²: 6.05
- Orbital gap (alpha / beta): 5.865 / 4.092 eV
- Energy above the lowest of the compared OMol25 structures with the same formula, charge and spin: 0.000 eV
- Strongest force on any atom: 0.018 hartree/bohr
- Total charge: +3
- Total energy: -101599.85070 eV
- 2S+1: 5

Geometry as XYZ:
```
111
Properties=species:S:1:pos:R:3:forces:R:3
Os -1.0133 0.2806 -0.2506 0.805 0.392 -0.180
N -2.1814 3.0804 -3.3979 -0.070 -0.012 -0.119
C -1.9098 1.9458 -2.7857 -0.094 -0.010 0.194
N -1.7953 1.8444 -1.4733 0.112 0.046 -0.364
C -2.0657 2.9752 -0.7179 -0.268 0.051 0.662
N -2.2041 2.8231 0.6167 0.166 -0.155 -0.625
N -1.8027 1.6537 1.0072 -0.377 0.047 0.709
C -2.0739 1.2585 2.3431 0.062 -0.038 -0.418
C -1.7246 -0.0424 2.6130 0.011 -0.068 -0.090
C -1.7765 -0.5781 3.9201 0.039 -0.076 -0.001
C -1.3045 -1.8472 4.1575 -0.087 0.099 0.025
C -0.7841 -2.5727 3.0913 -0.008 -0.130 -0.097
C -0.7824 -2.0243 1.8159 -0.012 0.092 0.030
N -1.2589 -0.8112 1.5395 -0.175 -0.338 0.350
C -2.3010 4.2386 -1.3195 0.014 0.077 -0.009
C -2.4959 5.4254 -0.5817 0.002 -0.132 -0.031
C -2.7168 6.5997 -1.2517 -0.003 0.035 -0.099
C -2.7514 6.6251 -2.6582 -0.018 0.091 0.072
C -2.5687 5.4794 -3.4032 0.005 -0.093 0.026
C -2.3432 4.2905 -2.7234 0.010 -0.028 -0.062
H -2.2605 3.0648 -4.4077 0.007 0.042 0.004
H -1.8155 1.0640 -3.3986 0.057 -0.007 -0.014
H -2.5468 1.9464 3.0270 0.086 0.079 -0.019
H -2.1470 0.0450 4.7223 -0.003 0.010 -0.019
H -1.3166 -2.2591 5.1574 0.005 -0.006 -0.006
H -0.3769 -3.5640 3.2311 0.007 0.010 -0.002
H -0.3678 -2.5818 0.9912 -0.024 -0.055 -0.020
H -2.4717 5.3872 0.4980 0.010 0.003 -0.002
H -2.8700 7.5176 -0.7014 0.002 -0.003 0.003
H -2.9327 7.5633 -3.1658 0.003 -0.003 0.001
H -2.6108 5.5033 -4.4848 0.007 -0.001 0.003
C -0.8296 -1.8171 -3.0101 -0.095 -0.085 -0.076
C 0.6345 -1.5569 -2.7030 0.096 -0.007 -0.001
P 0.8767 0.0397 -1.8449 -0.205 -0.120 0.148
C 0.9127 1.2870 -3.1717 -0.023 -0.044 -0.095
C 0.6479 0.8840 -4.4874 -0.005 0.007 0.022
C 0.6682 1.7982 -5.5313 0.021 0.017 0.016
C 0.9706 3.1297 -5.2798 0.005 -0.004 -0.041
C 1.2529 3.5381 -3.9832 0.022 0.009 0.024
C 1.2240 2.6317 -2.9334 -0.035 -0.018 -0.040
C 2.5129 -0.1081 -1.1236 0.059 0.092 -0.067
C 2.7311 -1.0683 -0.1320 -0.005 -0.104 -0.022
C 4.0087 -1.2887 0.3470 0.011 0.062 0.012
C 5.0737 -0.5424 -0.1487 0.022 -0.016 0.038
C 4.8622 0.4175 -1.1254 -0.044 0.009 -0.014
C 3.5825 0.6374 -1.6187 0.021 -0.020 0.003
P -1.8629 -1.5640 -1.5272 -0.291 0.099 0.089
C -2.0026 -3.1731 -0.7417 -0.067 -0.044 0.015
C -3.1113 -3.4181 0.0711 0.014 0.017 0.027
C -3.2382 -4.6371 0.7160 0.017 -0.029 0.001
C -2.2631 -5.6146 0.5532 -0.033 -0.011 0.008
C -1.1630 -5.3790 -0.2606 -0.004 0.037 -0.035
C -1.0312 -4.1604 -0.9118 0.008 -0.037 0.056
C -3.5320 -1.1690 -2.0870 0.003 -0.020 -0.105
C -4.0767 -1.9574 -3.1060 0.025 0.047 -0.030
C -5.3668 -1.7194 -3.5480 -0.033 -0.006 -0.008
C -6.1287 -0.7121 -2.9668 -0.019 -0.003 -0.010
C -5.6047 0.0569 -1.9378 0.032 -0.044 0.013
C -4.3072 -0.1704 -1.4990 -0.035 -0.032 0.062
H -0.9925 -2.8347 -3.3696 0.015 0.003 -0.014
H -1.2201 -1.1510 -3.7824 0.052 0.034 -0.001
H 1.2582 -1.5827 -3.5978 0.035 -0.045 0.034
H 1.0479 -2.3073 -2.0267 -0.044 -0.018 0.033
H 0.4386 -0.1480 -4.7296 0.010 0.026 -0.018
H 0.4826 1.4618 -6.5430 -0.010 -0.004 0.010
H 1.0174 3.8382 -6.0969 -0.012 0.003 0.005
H 1.5209 4.5682 -3.7871 -0.001 0.001 0.009
H 1.4470 2.9694 -1.9350 0.020 0.007 0.016
H 1.9036 -1.6372 0.2796 0.007 0.023 -0.016
H 4.1758 -2.0248 1.1208 -0.006 -0.046 0.032
H 6.0725 -0.7132 0.2312 -0.004 -0.011 -0.009
H 5.6921 0.9889 -1.5187 -0.002 -0.003 0.007
H 3.4379 1.3679 -2.4019 -0.019 0.020 -0.001
H -3.8855 -2.6679 0.1877 0.019 0.001 -0.002
H -4.1049 -4.8334 1.3330 0.002 0.004 -0.004
H -2.3728 -6.5720 1.0453 0.007 0.009 0.010
H -0.4173 -6.1493 -0.4039 -0.001 0.001 -0.003
H -0.1718 -4.0033 -1.5509 -0.002 -0.006 -0.015
H -3.5081 -2.7684 -3.5470 0.008 0.014 0.003
H -5.7863 -2.3301 -4.3360 0.003 -0.001 0.002
H -7.1416 -0.5407 -3.3060 0.006 0.001 -0.005
H -6.2114 0.8174 -1.4644 0.010 0.005 -0.002
H -3.9249 0.4113 -0.6686 0.045 0.031 0.017
C 4.4995 -4.6138 4.6671 0.005 0.008 -0.068
C 4.0045 -3.1948 4.6553 0.053 -0.045 0.055
C 4.6870 -2.2001 5.3568 -0.037 -0.006 0.029
C 4.2079 -0.9038 5.4044 -0.039 0.034 0.034
C 3.0336 -0.5770 4.7305 0.311 -0.108 0.022
C 2.3452 -1.5466 4.0172 -0.027 0.100 -0.076
C 2.8351 -2.8443 3.9857 -0.051 -0.010 -0.053
S 2.4567 1.0835 4.8230 -0.155 -0.041 0.345
O 1.1037 1.0684 4.3186 -0.011 0.029 -0.055
O 2.7805 1.5979 6.1129 -0.067 -0.005 -0.095
N 3.3259 1.9659 3.7586 -0.093 -0.057 -0.092
C 3.1348 1.7052 2.3392 0.049 0.084 0.074
C 1.9359 2.5080 1.8050 0.127 -0.023 0.035
C 1.0833 1.7370 0.8641 -0.310 -0.027 -0.291
O 0.5640 2.2234 -0.1898 0.142 0.139 0.360
O 0.7489 0.5558 1.1647 0.107 0.038 -0.031
H 5.5858 -4.6529 4.7315 -0.003 0.003 -0.002
H 4.1876 -5.1530 3.7725 0.002 0.006 0.010
H 4.1044 -5.1526 5.5304 -0.013 0.036 0.015
H 5.5901 -2.4544 5.8976 0.003 0.008 -0.016
H 4.7209 -0.1521 5.9910 0.005 -0.002 -0.015
H 1.4272 -1.2772 3.5104 0.089 0.035 0.016
H 2.2917 -3.6135 3.4463 -0.001 0.006 -0.018
H 4.2178 2.2755 4.1150 0.044 -0.013 -0.092
H 2.9738 0.6350 2.1802 -0.017 0.039 -0.052
H 4.0396 1.9796 1.7991 0.043 -0.011 0.076
H 2.2153 3.4799 1.4033 -0.002 -0.057 -0.104
H 1.2724 2.6662 2.6594 -0.021 0.121 0.008
```
Positions in Å, forces in eV/Å.


> What is the formula in the fourth record?

C5H2O